Entry 1:
A 2-piece molecular cluster, C6H16O overall in a non-equilibrium geometry. Source: the Open Molecules 2025 dataset; level of theory: ωB97M-V with the def2-TZVPD basis set.

Results
electronic energy = -313.43549 a.u.
multiplicity = 1
SMILES = CCC(C)(C)C.O
relative energy (zero: lowest compared OMol25 entry of this formula, charge and spin) = 21.1 kJ/mol
HOMO level = -10.74 eV
orbital gap = 11.50 eV
LUMO level = 0.76 eV

Each line ends with the Löwdin charge.
Element x y z (Å)
C1 0.553015 1.380531 -1.004230  -0.110
C2 -0.532105 -1.033438 0.846319  -0.062
C3 -1.478744 0.743271 2.274749  -0.076
C4 -2.255524 0.576891 -0.002810  -0.089
C5 0.051375 1.465321 0.428469  -0.228
C6 -1.031744 0.417721 0.811949  -0.647
H1 1.341355 2.101371 -1.279050  0.076
H2 -0.275415 1.472821 -1.726580  0.069
H3 0.968575 0.361181 -1.073850  0.068
H4 -0.171375 -1.310188 -0.158620  0.075
H5 -1.332114 -1.734388 1.138319  0.087
H6 0.302615 -1.135168 1.560109  0.086
H7 -2.256264 0.074112 2.680069  0.086
H8 -1.859714 1.778191 2.295159  0.080
H9 -0.589215 0.682961 2.924149  0.081
H10 -2.027834 0.418891 -1.070430  0.082
H11 -2.609614 1.612801 0.131840  0.093
H12 -3.065193 -0.112518 0.290010  0.095
H13 0.937865 1.445011 1.091179  0.119
H14 -0.438305 2.450481 0.551479  0.112
O1 5.079533 -4.140547 -3.823549  -0.091
H15 4.649123 -3.573207 -3.144489  0.046
H16 6.039702 -3.942097 -3.740189  0.046

Forces on atoms 1 to 3 (eV/Å):
0.0 -0.9 -0.3
0.4 0.1 -0.6
0.7 0.4 -0.1



Entry 2:
A 2-piece molecular cluster, C6H16O overall in a non-equilibrium geometry. Source: the Open Molecules 2025 dataset; level of theory: ωB97M-V with the def2-TZVPD basis set.

Results
electronic energy = -313.38040 a.u.
multiplicity = 1
SMILES = CCCC(C)C.O
relative energy (zero: lowest compared OMol25 entry of this formula, charge and spin) = 165.8 kJ/mol
HOMO level = -10.50 eV
orbital gap = 11.42 eV
LUMO level = 0.93 eV

Each line ends with the Löwdin charge.
Element x y z (Å)
C1 2.459996 -0.506835 0.197777  -0.153
C2 1.073038 -1.087420 -0.111977  -0.271
C3 0.067942 -0.347858 0.748591  -0.267
C4 -0.283036 1.038695 0.215776  -0.416
C5 -0.956707 1.926175 1.307994  -0.091
C6 -1.423830 0.838292 -0.881920  -0.084
H1 3.389424 -0.957230 -0.344184  0.104
H2 2.664279 -0.480868 1.258201  0.063
H3 2.487512 0.543793 -0.050000  0.043
H4 0.956913 -0.931030 -1.322556  0.159
H5 1.184532 -2.146606 0.247572  0.114
H6 -0.747239 -1.048308 0.917533  0.091
H7 0.212166 -0.180036 1.880568  0.138
H8 0.675376 1.504764 -0.184975  0.138
H9 -0.068030 2.157679 1.940922  0.077
H10 -1.047893 2.968042 0.833934  0.099
H11 -1.793543 1.483880 1.771462  0.062
H12 -0.996329 0.541861 -1.855458  0.060
H13 -1.925379 1.813333 -1.153621  0.082
H14 -2.069869 0.036147 -0.489809  0.069
H15 -0.683035 -2.328707 -2.121946  0.010
H16 -1.580123 -2.424086 -0.927315  0.012
O1 -1.596165 -2.413679 -1.876569  -0.040

Forces on atoms 1 to 3 (eV/Å):
1.9 0.0 -1.1
2.3 -0.1 -0.8
-0.7 0.2 1.6



Entry 3:
A 2-piece molecular cluster, C6H16O overall in a non-equilibrium geometry. Source: the Open Molecules 2025 dataset; level of theory: ωB97M-V with the def2-TZVPD basis set.

Results
electronic energy = -313.03262 a.u.
multiplicity = 2
expectation value of S² = 0.7545
relative energy (zero: lowest compared OMol25 entry of this formula, charge and spin) = 92.9 kJ/mol
total charge = +1
HOMO level (alpha / beta) = -14.23 / -14.22 eV
orbital gap (alpha / beta) = 10.29 / 4.04 eV
LUMO level (alpha / beta) = -3.94 / -10.19 eV

Each line ends with the Löwdin charge.
Element x y z (Å)
C1 2.455442 -1.204003 -2.025756  -0.142
C2 0.892605 -1.044516 -1.739330  0.069
O1 2.997976 -1.576905 -0.811459  0.241
H1 2.769447 -1.834267 -2.865960  0.170
H2 2.864504 -0.216145 -2.188570  0.141
H3 0.391685 -1.993502 -1.926131  0.112
H4 2.754674 -2.495026 -0.549621  0.192
H5 0.628589 -0.232167 -2.408065  0.122
H6 0.690786 -0.750873 -0.714739  0.055
C3 -0.990956 0.835220 0.694125  -0.480
C4 -0.005224 1.465781 1.683684  -0.087
C5 -1.276477 -0.641728 1.015563  -0.099
C6 -2.311614 1.617461 0.776489  -0.073
H7 -0.532561 0.850866 -0.296908  0.092
H8 -0.513105 1.660548 2.631874  0.089
H9 -2.002926 -0.879052 1.783851  0.081
H10 -1.609437 -1.040818 0.052007  0.074
H11 -0.373349 -1.201002 1.296278  0.065
H12 -2.840555 1.664929 -0.176025  0.078
H13 -3.024251 1.114852 1.427640  0.078
H14 0.336786 2.432318 1.308333  0.082
H15 0.852044 0.840655 1.893213  0.062
H16 -2.154082 2.627370 1.139507  0.076

Forces on atoms 1 to 3 (eV/Å):
1.7 1.1 0.2
-0.5 -0.8 0.3
-0.8 -0.3 0.0



Entry 4:
A 2-piece molecular cluster, C6H16O10P4S2 overall. Source: the Open Molecules 2025 dataset; level of theory: ωB97M-V with the def2-TZVPD basis set.

Results
electronic energy = -3152.46048 a.u.
multiplicity = 1
SMILES = O=[PH2][C@@]1(PP(=O)(O)O)OS(=O)(=O)O[C@@H]1[PH2]=S.CCOC(C)=O
HOMO level = -9.00 eV
orbital gap = 8.88 eV
LUMO level = -0.11 eV

Each line ends with the Löwdin charge.
Element x y z (Å)
O1 0.063929 -0.569644 -0.786959  -0.402
P1 -0.457056 0.029353 0.463072  0.703
C1 -1.510153 1.523427 0.011602  -0.792
P2 -3.150074 0.704573 -0.484283  0.918
P3 -4.744108 1.940538 0.437492  0.241
O2 -5.255690 2.971748 -0.466122  -0.310
O3 -4.237035 2.468669 1.834473  -0.123
O4 -5.823018 0.834378 0.855769  -0.171
O5 -1.598204 2.527038 1.035920  -0.260
S1 -0.203238 3.354853 1.072206  0.577
O6 -0.534500 4.713421 1.270627  -0.199
O7 0.721835 2.685996 1.917293  -0.231
O8 0.194003 3.035788 -0.435628  -0.240
C2 -0.839169 2.298932 -1.126185  -0.486
P4 -1.896238 3.584627 -2.047645  0.367
S2 -1.131320 5.337012 -2.213650  0.204
H1 0.453846 0.449406 1.432689  0.028
H2 -1.415518 -0.736578 1.151459  0.010
H3 -3.288506 1.262860 -1.770239  -0.078
H4 -3.740504 1.865134 2.399429  0.092
H5 -6.501583 0.754808 0.172323  0.087
H6 -0.368753 1.629991 -1.846518  0.119
H7 -3.140594 3.510911 -1.405432  -0.044
H8 -2.084890 2.896591 -3.259906  -0.016
O9 1.592632 -2.142664 1.446473  0.069
C3 2.441082 -2.869547 1.003717  -0.519
O10 3.665429 -2.355716 0.779398  0.006
C4 4.781722 -3.156398 0.371373  -0.235
C5 4.815210 -3.368327 -1.126979  -0.062
C6 2.144313 -4.301398 0.630489  0.018
H9 4.797777 -4.099333 0.919345  0.111
H10 5.649953 -2.584138 0.693642  0.123
H11 3.947230 -3.928826 -1.474142  0.069
H12 5.712928 -3.921331 -1.405411  0.082
H13 4.823906 -2.407284 -1.640377  0.085
H14 1.715066 -4.298629 -0.372014  0.099
H15 1.394610 -4.676587 1.321823  0.091
H16 3.004677 -4.963655 0.640877  0.069

Forces on atoms 1 to 3 (eV/Å):
-0.1 0.1 0.0
0.1 -0.3 -0.3
-0.1 0.1 -0.4